No. 1
{"formula": "C19H34NO9P", "method": "ωB97M-V/def2-TZVPD", "elements": ["O", "C", "C", "C", "C", "O", "H", "H", "H", "H", "H", "H", "O", "C", "C", "C", "C", "O", "H", "H", "H", "H", "H", "H", "O", "C", "C", "C", "C", "O", "H", "H", "H", "H", "H", "H", "O", "C", "C", "C", "C", "O", "H", "H", "H", "H", "H", "H", "C", "C", "C", "O", "P", "N", "H", "H", "H", "H", "H", "H", "H", "H", "H", "H"], "positions_angstrom": [[9.130, -1.448, 1.547], [8.885, -2.607, 1.396], [9.859, -3.770, 1.337], [9.017, -4.889, 0.727], [7.615, -4.505, 1.189], [7.618, -3.070, 1.260], [10.174, -3.997, 2.356], [10.730, -3.500, 0.748], [9.306, -5.891, 1.039], [9.073, -4.843, -0.361], [7.384, -4.897, 2.182], [6.831, -4.808, 0.499], [-4.970, -1.807, -2.521], [-3.904, -1.327, -2.264], [-2.579, -1.530, -2.972], [-1.564, -0.991, -1.963], [-2.387, 0.053, -1.221], [-3.742, -0.457, -1.243], [-2.596, -0.943, -3.893], [-2.444, -2.578, -3.223], [-0.661, -0.576, -2.402], [-1.269, -1.783, -1.274], [-2.376, 1.024, -1.719], [-2.082, 0.190, -0.189], [-1.241, 2.496, 0.508], [-2.252, 2.519, 1.149], [-3.615, 3.034, 0.737], [-4.364, 3.125, 2.065], [-3.679, 2.035, 2.879], [-2.320, 1.993, 2.395], [-4.064, 2.301, 0.065], [-3.527, 3.986, 0.223], [-5.437, 2.986, 1.977], [-4.184, 4.099, 2.522], [-4.128, 1.054, 2.712], [-3.652, 2.235, 3.947], [-7.378, 4.051, 0.332], [-7.308, 3.144, -0.445], [-8.031, 2.971, -1.767], [-7.836, 1.486, -2.075], [-6.517, 1.192, -1.369], [-6.499, 2.080, -0.232], [-7.541, 3.612, -2.502], [-9.070, 3.276, -1.670], [-7.807, 1.249, -3.135], [-8.636, 0.902, -1.618], [-5.649, 1.421, -1.990], [-6.429, 0.170, -1.015], [5.703, -0.629, 0.464], [5.082, 0.753, 0.274], [3.629, 0.721, -0.183], [2.873, -0.250, 0.550], [1.672, 0.188, 1.572], [0.363, -0.550, 0.680], [5.506, -1.285, -0.386], [6.785, -0.529, 0.562], [5.350, -1.108, 1.377], [5.644, 1.292, -0.497], [5.172, 1.331, 1.197], [3.180, 1.713, -0.067], [3.569, 0.464, -1.245], [1.412, 1.511, 1.115], [0.622, -1.526, 0.557], [-0.443, -0.561, 1.303]], "atomic_forces_ev_per_a": [[-0.02, 0.04, -0.03], [0.08, -0.01, 0.06], [-0.16, -0.13, -0.18], [0.06, 0.07, 0.02], [-0.01, -0.06, -0.02], [0.04, -0.07, 0.01], [0.03, 0.02, 0.01], [0.05, 0.06, 0.09], [-0.02, 0.01, 0.05], [-0.01, -0.01, 0.00], [0.02, -0.01, 0.01], [-0.03, 0.06, 0.00], [-0.06, -0.02, 0.00], [-0.02, 0.05, -0.10], [0.14, 0.02, 0.25], [-0.12, -0.07, -0.09], [0.08, -0.08, -0.02], [0.09, 0.09, 0.07], [-0.02, -0.03, -0.04], [-0.06, 0.01, -0.10], [-0.01, 0.03, 0.01], [0.02, 0.03, 0.00], [0.00, 0.00, 0.00], [-0.05, -0.03, -0.05], [0.12, 0.10, 0.04], [-0.09, -0.07, -0.14], [0.01, 0.17, 0.34], [0.04, 0.02, -0.04], [-0.10, 0.02, 0.01], [-0.01, -0.04, 0.03], [-0.01, -0.01, -0.02], [0.04, -0.06, -0.13], [0.00, -0.04, -0.04], [0.00, 0.00, 0.02], [-0.01, 0.00, -0.02], [0.07, -0.01, 0.00], [-0.01, 0.01, 0.05], [-0.01, 0.06, -0.06], [0.00, -0.28, 0.02], [-0.02, 0.15, 0.04], [-0.11, -0.11, -0.09], [-0.02, -0.09, -0.01], [-0.03, 0.04, -0.01], [0.02, 0.11, -0.01], [0.05, 0.01, -0.01], [0.00, -0.01, 0.00], [-0.01, 0.00, -0.03], [0.07, 0.01, 0.06], [0.25, 0.26, 0.06], [-0.06, -0.14, -0.19], [0.13, 0.01, -0.04], [0.19, 0.42, 0.00], [-0.11, -0.16, 0.10], [-0.06, -0.03, 0.17], [-0.08, -0.01, 0.02], [-0.04, -0.06, 0.02], [-0.12, -0.06, -0.12], [-0.04, 0.08, 0.08], [-0.01, -0.03, 0.01], [-0.06, -0.06, -0.02], [0.01, -0.17, 0.05], [0.11, 0.04, -0.05], [-0.02, -0.04, 0.00], [-0.10, -0.01, -0.05]], "relative_energy_kcal_mol": 0.29, "smiles": "O=C1CCCO1.O=C1CCCO1.O=C1CCCO1.O=C1CCCO1.CCCOPN"}


No. 2
{"formula": "C3H3O2S", "method": "ωB97M-V/def2-TZVPD", "elements": ["C", "C", "C", "O", "O", "S", "H", "H", "H"], "positions_angstrom": [[0.961, -1.535, 1.394], [-0.042, -0.844, 0.782], [0.163, 0.089, -0.298], [-1.789, 1.781, -0.067], [-0.191, 1.941, -1.997], [-0.930, 1.107, -1.043], [1.777, -1.740, 0.764], [-0.840, -0.703, 1.492], [0.892, -0.095, -1.029]], "atomic_forces_ev_per_a": [[-0.24, -0.24, 0.84], [0.04, 1.80, -0.05], [-0.63, -2.18, 1.74], [-0.50, 0.21, 0.04], [-0.03, 0.42, -0.40], [-0.46, 0.52, 0.28], [1.53, -0.42, -1.29], [-1.15, 0.44, -0.53], [1.44, -0.54, -0.62]], "relative_energy_kcal_mol": 114.80, "total_charge": -1}


No. 3
{"formula": "C2H7N3O2", "method": "ωB97M-V/def2-TZVPD", "elements": ["N", "C", "N", "O", "H", "H", "H", "H", "N", "C", "O", "H", "H", "H"], "positions_angstrom": [[-0.590, 0.046, 2.025], [0.065, 0.921, 1.158], [-0.725, 1.912, 0.650], [1.254, 0.841, 0.921], [-1.381, -0.419, 1.601], [0.052, -0.680, 2.303], [-0.312, 2.396, -0.109], [-1.708, 1.763, 0.686], [1.095, -1.616, -1.743], [-0.223, -1.464, -1.390], [-0.879, -0.479, -1.634], [1.521, -0.745, -2.031], [1.641, -2.115, -1.059], [-0.622, -2.371, -0.902]], "atomic_forces_ev_per_a": [[-0.02, -0.58, -0.05], [0.07, 0.19, -0.30], [0.33, -0.64, 0.80], [0.23, 0.02, 0.13], [-0.36, 0.30, 0.01], [0.23, 0.05, 0.16], [0.01, 0.38, -0.67], [-0.48, 0.23, -0.19], [-0.26, 0.35, 0.28], [0.40, 0.10, -0.20], [-0.22, -0.24, 0.06], [0.05, -0.01, 0.00], [0.17, -0.28, -0.11], [-0.14, 0.14, 0.07]], "relative_energy_kcal_mol": 1.90, "smiles": "NC(N)=O.NC=O"}


No. 4
{"formula": "C22H21BrN4O2", "method": "ωB97M-V/def2-TZVPD", "elements": ["O", "C", "C", "C", "C", "C", "C", "C", "O", "C", "C", "C", "C", "C", "C", "C", "Br", "N", "C", "C", "N", "C", "N", "C", "C", "C", "N", "C", "C", "H", "H", "H", "H", "H", "H", "H", "H", "H", "H", "H", "H", "H", "H", "H", "H", "H", "H", "H", "H", "H"], "positions_angstrom": [[0.004, 2.341, 2.270], [0.171, 1.966, 1.125], [-0.900, 2.159, 0.091], [-0.775, 3.126, -0.893], [-1.827, 3.397, -1.753], [-3.012, 2.698, -1.620], [-3.156, 1.730, -0.640], [-2.104, 1.454, 0.225], [-2.122, 0.507, 1.201], [-3.355, -0.007, 1.648], [-3.994, -1.011, 0.719], [-5.345, -0.921, 0.404], [-5.948, -1.836, -0.441], [-5.200, -2.861, -0.996], [-3.857, -2.976, -0.691], [-3.269, -2.060, 0.167], [-1.433, -2.295, 0.596], [1.332, 1.418, 0.700], [2.419, 1.228, 1.638], [2.768, -0.260, 1.740], [3.057, -0.769, 0.421], [4.315, -1.015, 0.010], [4.499, -1.306, -1.288], [5.727, -1.601, -1.663], [6.801, -1.612, -0.785], [6.504, -1.284, 0.531], [5.287, -0.986, 0.935], [1.968, -0.608, -0.509], [1.585, 0.876, -0.614], [0.150, 3.679, -0.973], [-1.722, 4.153, -2.515], [-3.840, 2.904, -2.282], [-4.088, 1.193, -0.560], [-3.109, -0.500, 2.597], [-4.060, 0.808, 1.854], [-5.929, -0.120, 0.835], [-6.999, -1.745, -0.668], [-5.660, -3.574, -1.662], [-3.263, -3.776, -1.107], [2.096, 1.622, 2.602], [3.297, 1.784, 1.288], [1.913, -0.811, 2.144], [3.643, -0.410, 2.371], [5.848, -1.831, -2.715], [7.800, -1.854, -1.104], [7.269, -1.253, 1.297], [1.112, -1.180, -0.140], [2.282, -0.990, -1.480], [0.699, 0.987, -1.238], [2.418, 1.427, -1.071]], "atomic_forces_ev_per_a": [[-0.16, 0.07, 0.19], [-0.06, 0.16, -0.04], [-0.36, -0.02, 0.16], [-0.07, -0.15, 0.13], [-0.03, 0.08, -0.12], [0.07, 0.07, -0.02], [-0.13, -0.16, 0.18], [0.22, 0.13, -0.12], [0.06, 0.41, -0.09], [-0.19, -0.13, 0.28], [0.18, 0.01, -0.04], [0.08, -0.07, 0.03], [-0.08, 0.00, 0.00], [-0.04, 0.03, 0.01], [0.11, -0.01, 0.03], [0.07, 0.00, 0.00], [-0.06, -0.28, -0.05], [0.24, -0.07, -0.01], [0.04, -0.13, 0.43], [0.10, 0.34, 0.26], [-0.32, -0.06, 0.12], [0.60, -0.28, -0.18], [-0.30, 0.08, -0.07], [0.28, 0.00, 0.15], [-0.03, 0.00, 0.01], [0.13, -0.06, -0.30], [-0.20, 0.12, 0.23], [-0.15, 0.23, -0.38], [-0.05, -0.41, -0.30], [0.11, 0.05, -0.01], [0.01, 0.07, -0.06], [-0.06, 0.01, -0.06], [-0.02, -0.04, 0.01], [-0.08, 0.12, -0.14], [0.08, -0.07, -0.03], [-0.04, 0.11, 0.03], [-0.10, 0.01, -0.03], [-0.04, -0.07, -0.07], [0.05, -0.05, -0.02], [0.10, -0.02, -0.12], [-0.01, -0.03, 0.04], [0.03, 0.04, 0.05], [-0.20, 0.01, 0.00], [0.10, -0.03, -0.05], [0.09, -0.02, -0.03], [0.11, -0.03, -0.02], [0.00, 0.06, -0.08], [-0.16, 0.03, 0.11], [0.13, -0.01, 0.02], [-0.06, -0.04, -0.05]], "relative_energy_kcal_mol": 9.94, "smiles": "O=C(c1ccccc1OCc1ccccc1Br)N1CCN(c2ncccn2)CC1"}